one | A gas-phase ion, C4H9NOS (charge +1), computed with ωB97M-V/def2-TZVPD.

Its charge is +1. The value obtained for the HOMO-LUMO gap (alpha / beta) is 9.8 / 4.4 eV. As for the spin multiplicity: 2.

CARTESIAN COORDINATES (ANGSTROEM)
1 C 0.277 -0.113 -0.090
2 C -0.270 1.056 -0.989
3 S 0.407 0.962 -2.609
4 C -0.483 -0.057 1.204
5 N -0.155 -1.040 2.075
6 C 0.650 -2.206 1.806
7 O -1.296 0.802 1.437
8 H 0.190 -1.044 -0.647
9 H 1.342 0.103 0.032
10 H -1.359 0.962 -1.056
11 H -0.203 2.016 -0.459
12 H 1.719 1.145 -2.311
13 H -0.609 -1.022 2.986
14 H 1.706 -1.964 1.641
15 H 0.605 -2.959 2.584
16 H 0.342 -2.719 0.886

***

two | A gas-phase ion, C4H9NOS (charge +1), computed with ωB97M-V/def2-TZVPD.

Its charge is +1. The value obtained for the HOMO-LUMO gap (alpha / beta) is 9.3 / 4.4 eV. As for the spin multiplicity: 2.

CARTESIAN COORDINATES (ANGSTROEM)
1 O 2.205 -0.472 -2.123
2 C 1.216 -0.863 -1.574
3 C 0.241 0.094 -0.885
4 C -0.155 -0.529 0.457
5 C -1.156 0.443 1.169
6 S -1.594 0.124 2.866
7 N 0.840 1.395 -0.580
8 H 1.038 -1.941 -1.437
9 H -0.602 0.170 -1.580
10 H -0.730 -1.449 0.350
11 H 0.752 -0.613 1.057
12 H -2.102 0.183 0.662
13 H -0.833 1.464 1.035
14 H -1.783 -1.187 2.591
15 H 1.855 1.256 -0.557
16 H 0.808 1.926 -1.451

***

Relative energies, kcal/mol: one 0.0; two 21.6.

***

one | A single C20H22N2O3 molecule, computed with ωB97M-V/def2-TZVPD.

Its charge is 0. The value obtained for the HOMO-LUMO gap is 9.3 eV. As for the structure (SMILES): O=C(NN=C1CCCC1)c1ccccc1OCCOc1ccccc1.

CARTESIAN COORDINATES (ANGSTROEM)
1 O -0.457 -2.196 1.793
2 C 0.278 -1.272 1.486
3 N 0.512 -0.194 2.273
4 N -0.102 0.104 3.467
5 C -0.198 -0.743 4.404
6 C -0.889 -0.369 5.684
7 H -0.234 0.295 6.253
8 C -1.072 -1.701 6.411
9 H -1.981 -2.192 6.059
10 C 0.151 -2.511 5.982
11 H 1.026 -2.191 6.552
12 H 0.017 -3.581 6.133
13 C 0.323 -2.145 4.509
14 H -0.276 -2.792 3.860
15 H 1.355 -2.210 4.158
16 H -1.140 -1.582 7.491
17 H -1.821 0.162 5.499
18 H 0.901 0.632 1.831
19 C 1.011 -1.269 0.181
20 C 1.257 -2.523 -0.376
21 C 1.896 -2.662 -1.591
22 C 2.303 -1.532 -2.279
23 C 2.059 -0.277 -1.753
24 C 1.413 -0.130 -0.529
25 O 1.196 1.130 0.004
26 C 0.499 2.054 -0.807
27 H 0.950 2.143 -1.802
28 C -0.984 1.666 -0.955
29 O -1.622 2.434 -1.943
30 C -1.379 2.172 -3.264
31 C -1.926 3.091 -4.161
32 C -1.760 2.925 -5.520
33 C -1.044 1.844 -6.010
34 C -0.506 0.930 -5.124
35 C -0.667 1.085 -3.756
36 H -0.236 0.345 -3.099
37 H 0.050 0.080 -5.492
38 H -0.910 1.715 -7.073
39 H -2.189 3.645 -6.201
40 H -2.481 3.925 -3.761
41 H -1.064 0.590 -1.162
42 H -1.522 1.875 -0.027
43 H 0.591 3.016 -0.298
44 H 2.386 0.601 -2.291
45 H 2.811 -1.621 -3.228
46 H 2.075 -3.644 -2.001
47 H 0.916 -3.387 0.175

***

two | A molecular structure, C20H22N2O3, computed with ωB97M-V/def2-TZVPD.

Its charge is 0. The value obtained for the HOMO-LUMO gap is 9.0 eV.

CARTESIAN COORDINATES (ANGSTROEM)
1 C 0.937 -4.008 4.998
2 H 1.281 -4.091 5.934
3 H 1.689 -4.544 4.193
4 H 0.060 -4.431 4.812
5 C 1.237 -2.455 4.681
6 N 0.719 -2.282 3.383
7 C 1.642 -1.980 2.607
8 O 2.983 -1.961 2.706
9 C 1.392 -1.935 0.961
10 C 0.001 -1.549 0.645
11 C -0.453 -1.577 -0.754
12 C 0.681 -1.622 -1.701
13 C 2.099 -1.604 -1.290
14 C 2.208 -1.962 -0.062
15 H 3.425 -2.131 0.240
16 H 2.590 -1.775 -1.987
17 H 0.373 -1.153 -2.621
18 O -1.735 -1.099 -0.834
19 C -2.145 -1.099 -2.422
20 C -1.792 0.119 -3.007
21 O -1.544 0.095 -4.264
22 N -1.520 1.068 -2.147
23 C -0.987 2.390 -2.611
24 C -0.924 2.850 -3.798
25 C -0.145 4.010 -4.330
26 C 0.034 5.057 -3.165
27 C 0.004 4.729 -1.672
28 C -0.592 3.220 -1.658
29 H -0.715 2.957 -0.382
30 C 0.230 5.575 -0.613
31 H -0.480 6.205 -0.628
32 H 0.485 4.942 0.280
33 H 1.193 6.001 -0.873
34 H 0.495 6.083 -3.215
35 H -0.157 4.539 -5.089
36 H -1.150 2.134 -4.828
37 H -1.303 0.993 -1.342
38 H -3.475 -1.019 -2.098
39 H -1.880 -2.025 -2.822
40 C -1.149 -1.711 1.799
41 C -0.759 -2.432 2.874
42 H -1.516 -2.605 3.837
43 H -0.701 -3.617 2.508
44 H -1.982 -1.713 1.491
45 H -0.999 -0.682 2.194
46 H 2.038 -2.010 4.756
47 H 0.305 -1.893 5.312

***

three | A single C20H22N2O3 molecule, computed with ωB97M-V/def2-TZVPD.

Its charge is 0. The value obtained for the HOMO-LUMO gap is 8.7 eV. As for the structure (SMILES): CCOc1ccc(N2C[C@@H](C(=O)NCc3ccccc3)CC2=O)cc1.

CARTESIAN COORDINATES (ANGSTROEM)
1 C -5.762 -1.412 -0.820
2 C -5.189 -0.004 -0.682
3 O -4.251 0.102 0.369
4 C -2.992 -0.390 0.207
5 C -2.173 -0.332 1.336
6 C -0.865 -0.754 1.290
7 C -0.331 -1.263 0.107
8 C -1.150 -1.340 -1.013
9 C -2.464 -0.908 -0.969
10 H -3.056 -0.983 -1.867
11 H -0.775 -1.748 -1.939
12 N 1.015 -1.655 0.025
13 C 1.834 -1.969 1.069
14 O 1.526 -2.049 2.237
15 C 3.235 -2.188 0.505
16 H 3.398 -3.263 0.395
17 C 3.187 -1.505 -0.856
18 C 3.440 0.006 -0.846
19 O 3.901 0.570 -1.816
20 N 3.050 0.651 0.273
21 H 2.607 0.137 1.018
22 C 2.808 2.084 0.290
23 C 1.322 2.322 0.201
24 C 0.580 2.670 1.321
25 C -0.794 2.809 1.234
26 C -1.441 2.587 0.031
27 C -0.708 2.231 -1.088
28 C 0.665 2.100 -1.004
29 H 1.243 1.830 -1.877
30 H -1.208 2.057 -2.030
31 H -2.514 2.690 -0.032
32 H -1.362 3.085 2.110
33 H 1.081 2.837 2.264
34 H 3.329 2.502 -0.574
35 H 3.221 2.508 1.209
36 C 1.712 -1.694 -1.248
37 H 1.561 -2.661 -1.744
38 H 1.356 -0.897 -1.905
39 H 3.859 -1.947 -1.591
40 H 3.997 -1.800 1.178
41 H -0.256 -0.700 2.176
42 H -2.588 0.065 2.248
43 H -4.752 0.334 -1.629
44 H -5.986 0.692 -0.404
45 H -6.223 -1.715 0.117
46 H -6.513 -1.428 -1.605
47 H -4.980 -2.128 -1.063

***

Relative energies, kcal/mol: one 48.5; two 485.3; three 0.0.

***

one | 2 unconnected molecules or ions with the total composition C2H3N3OS, computed with ωB97M-V/def2-TZVPD.

Its charge is 0. The value obtained for the HOMO-LUMO gap (alpha / beta) is 6.5 / 7.6 eV. As for the spin multiplicity: 3.

CARTESIAN COORDINATES (ANGSTROEM)
1 C -2.177 -1.856 0.461
2 C -1.106 -1.943 0.982
3 N 1.609 0.956 0.957
4 N -0.254 1.673 -0.313
5 N 0.912 1.444 0.091
6 O 0.683 0.757 -2.535
7 S 0.751 1.866 -1.647
8 H -2.866 -1.869 -0.389
9 H -0.226 -1.906 1.527
10 H 2.673 0.879 0.868

***

two | 2 unconnected molecules or ions with the total composition C2H3N3OS, computed with ωB97M-V/def2-TZVPD.

Its charge is 0. The value obtained for the HOMO-LUMO gap (alpha / beta) is 7.7 / 6.0 eV. As for the spin multiplicity: 3.

CARTESIAN COORDINATES (ANGSTROEM)
1 C 0.011 0.182 -1.130
2 C -0.853 0.862 -0.593
3 N 0.595 -1.958 0.788
4 N 1.704 -1.677 0.610
5 N -1.347 1.826 0.162
6 O -0.240 -2.748 1.065
7 S 2.793 -0.713 0.099
8 H 0.112 -0.632 -1.735
9 H -0.722 2.399 0.819
10 H -2.052 2.460 -0.086

***

Relative energies, kcal/mol: one 32.9; two 0.0.

***

one | A single C2H5N3O2S molecule, computed with ωB97M-V/def2-TZVPD.

Its charge is 0. The value obtained for the HOMO-LUMO gap (alpha / beta) is 7.4 / 7.5 eV. As for the structure (SMILES): [H]/N=N\CNC=S(=O)=O.

CARTESIAN COORDINATES (ANGSTROEM)
1 C -0.989 -0.613 -0.469
2 C 1.184 0.099 0.446
3 N -1.504 0.156 -1.512
4 N -0.828 0.819 -2.218
5 N 0.471 -0.763 -0.290
6 O 1.329 1.718 2.562
7 O -0.819 0.511 1.917
8 S 0.624 0.506 2.196
9 H -1.211 -0.180 0.542
10 H -1.560 -1.495 -0.464
11 H 2.228 0.061 0.420
12 H 0.236 0.678 -2.185
13 H 0.840 -1.496 -0.947

***

two | A single C2H5N3O2S molecule, computed with ωB97M-V/def2-TZVPD.

Its charge is 0. The value obtained for the HOMO-LUMO gap is 9.3 eV.

CARTESIAN COORDINATES (ANGSTROEM)
1 C 0.626 1.461 0.375
2 C 0.069 -0.354 -0.871
3 N 1.780 0.925 -0.388
4 N 1.389 -0.047 -1.079
5 N -0.513 0.659 0.010
6 O -0.293 -1.406 1.465
7 O -1.483 -2.520 -0.333
8 S -0.144 -2.163 0.063
9 H 0.889 1.286 1.446
10 H 0.478 2.435 0.171
11 H -0.447 -0.530 -1.796
12 H -0.905 -0.549 1.274
13 H -1.446 0.804 -0.337

***

Relative energies, kcal/mol: one 47.1; two 0.0.